No. 1
51
Properties=species:S:1:pos:R:3:lowdin_charge:R:1 method="wB97M-V/def2-TZVPD" e_homo_ha=-0.31413 e_above_lowest_kj_mol=1524.4 energy_ev=-27197.7111
C -3.163 -3.975 -0.686 -0.112
C -3.270 -2.492 -0.998 -0.250
C -1.952 -1.616 -0.937 -0.155
C -2.260 -0.237 -1.108 -0.380
O -2.976 0.114 -0.095 -0.123
C -3.541 1.522 -0.016 -0.120
C -2.501 2.574 0.171 -0.202
H -2.913 3.686 -0.291 0.180
H -1.723 2.569 -0.876 0.186
C -1.657 2.681 1.351 -0.445
N -1.044 1.693 1.633 0.039
C 0.173 1.436 1.021 -0.534
O 1.024 2.082 0.692 0.190
N 0.740 0.120 1.152 0.090
H 0.004 -0.697 0.874 0.182
C 1.895 -0.246 0.540 -0.347
C 1.934 0.371 -0.869 -0.263
O 0.892 0.475 -1.560 0.087
O 3.139 1.264 -1.261 -0.056
C 3.019 2.000 -2.256 -0.264
H 2.364 2.823 -2.322 0.077
H 2.564 1.473 -3.071 0.083
H 4.075 2.370 -2.471 0.131
H 2.721 0.280 1.165 0.203
C 2.212 -1.546 -0.039 -0.296
C 3.342 -1.910 -0.903 -0.074
H 3.501 -3.176 -0.988 0.176
H 2.928 -1.421 -1.887 0.124
H 4.094 -1.432 -0.546 0.006
C 2.715 -2.440 1.565 -0.167
C 1.661 -2.297 2.566 -0.162
H 0.698 -2.912 2.163 0.134
H 2.067 -2.924 3.488 0.122
H 1.400 -1.525 2.920 -0.076
H 2.906 -3.501 1.255 0.095
H 3.633 -1.706 1.880 0.149
H 1.299 -2.165 -0.295 0.153
H -1.584 0.697 1.880 0.257
H -2.436 2.926 2.183 0.162
H -1.073 3.660 1.469 0.174
H -4.106 1.653 0.926 0.131
H -4.183 1.784 -0.772 0.089
H -1.441 0.247 -1.172 0.034
H -2.962 -0.150 -1.957 0.157
H -1.759 -1.829 -0.007 0.047
H -1.264 -2.114 -1.694 0.159
H -4.027 -2.199 -0.200 0.129
H -3.741 -2.469 -1.938 0.084
H -4.131 -4.416 -0.949 0.077
H -2.924 -4.094 0.265 0.016
H -2.506 -4.332 -1.563 0.106

No. 2
15
Properties=species:S:1:pos:R:3:lowdin_charge:R:1 method="wB97M-V/def2-TZVPD" e_homo_ha=-0.72032 charge=+2 smiles="[NH2+]=NNCN[NH3+]" e_above_lowest_kj_mol=548.5 energy_ev=-8611.9314
N -3.219 0.304 0.216 0.229
N -2.078 -0.150 0.358 -0.030
N -1.126 -0.112 -0.429 0.068
C 0.184 -0.985 -0.048 -0.030
N 1.003 -0.139 0.673 -0.066
N 2.067 0.541 0.057 0.213
H -3.393 0.868 -0.607 0.174
H -3.738 -0.030 1.001 0.169
H -1.233 0.436 -1.237 0.145
H 0.777 -1.112 -1.025 0.175
H -0.338 -1.696 0.583 0.147
H 0.591 0.340 1.469 0.172
H 2.574 -0.240 -0.582 0.268
H 1.912 1.342 -0.474 0.148
H 2.689 0.950 0.788 0.218

No. 3
8
Properties=species:S:1:pos:R:3:lowdin_charge:R:1 method="wB97M-V/def2-TZVPD" e_homo_ha=-0.39458 smiles="O=C=NCl.C#C" e_above_lowest_kj_mol=326.9 energy_ev=-19199.2542
O 3.145 1.755 0.219 0.187
C 2.385 0.917 0.039 -0.465
N 1.526 0.128 -0.021 -0.317
Cl 1.385 -1.550 -0.360 0.628
C -2.349 -0.166 0.545 -0.023
C -1.849 -0.340 -0.495 -0.064
H -2.904 0.007 1.453 0.028
H -1.339 -0.751 -1.381 0.026

No. 4
56
Properties=species:S:1:pos:R:3:lowdin_charge:R:1 method="wB97M-V/def2-TZVPD" e_homo_ha=-0.35730 charge=+1 e_above_lowest_kj_mol=0.0 energy_ev=-94931.4412
Zn -0.209 -0.217 0.372 0.696
C -1.325 -0.899 -3.841 0.011
C -1.314 -0.737 -2.355 -0.226
N -0.514 -1.301 -1.541 0.010
N 0.439 -2.185 -1.903 0.005
C 0.947 -3.013 -0.942 -0.867
N 1.932 -3.820 -1.368 0.113
S 0.384 -3.037 0.629 0.693
C -2.390 0.053 -1.691 -0.219
C -3.339 0.771 -2.393 0.005
C -4.382 1.361 -1.686 -0.027
C -4.454 1.186 -0.318 -0.021
C -3.441 0.471 0.310 -0.096
N -2.429 -0.064 -0.356 0.078
H -0.487 -1.479 -4.217 0.070
H -1.288 0.081 -4.318 0.101
H -2.247 -1.390 -4.156 0.108
H 0.655 -2.347 -2.874 0.142
H 2.216 -3.879 -2.332 0.114
H 2.253 -4.530 -0.733 0.102
H -3.281 0.877 -3.468 0.115
H -5.135 1.936 -2.210 0.120
H -5.261 1.610 0.261 0.118
H -3.439 0.326 1.384 0.129
C 5.601 0.377 0.569 -0.010
N 4.201 0.342 0.195 -0.082
C 3.504 1.411 -0.503 -0.007
C 2.090 0.848 -0.542 -0.476
O 1.083 1.358 -1.018 0.029
N 2.072 -0.353 0.086 0.110
C 3.309 -0.608 0.518 -0.387
N 3.614 -1.724 1.176 0.229
H 6.134 1.027 -0.119 0.098
H 6.038 -0.620 0.494 0.091
H 5.741 0.756 1.584 0.101
H 3.900 1.572 -1.507 0.144
H 3.533 2.355 0.045 0.149
H 2.850 -2.356 1.373 0.055
H 4.489 -1.831 1.655 0.114
C -2.318 4.160 3.201 -0.083
C -2.081 3.845 1.846 -0.085
C -1.370 2.726 1.512 -0.075
C -0.872 1.840 2.501 -0.210
C -0.190 0.628 2.168 -0.177
C 0.395 -0.080 3.192 -0.152
C 0.283 0.316 4.546 -0.087
C -0.445 1.419 4.876 -0.041
C -1.038 2.213 3.864 -0.170
C -1.788 3.374 4.184 -0.036
H -2.896 5.040 3.456 0.103
H -2.459 4.504 1.072 0.102
H -1.146 2.516 0.470 0.092
H 0.944 -0.994 2.975 0.059
H 0.749 -0.285 5.319 0.101
H -0.575 1.712 5.912 0.113
H -1.920 3.632 5.228 0.113